Computed, not measured: 12 unconnected molecules or ions with the total composition C72H60F12 in a non-equilibrium geometry, with ωB97M-V/def2-TZVPD.

```
144
Properties=species:S:1:pos:R:3:forces:R:3:lowdin_charge:R:1
F -2.70099 2.28015 5.37303 0.33 0.45 -0.16 0.04
C -1.73185 3.17398 5.01697 0.52 -1.07 -0.49 -0.26
C -1.81050 4.47175 5.50364 -0.37 -1.25 0.84 -0.02
C -0.82388 5.34447 5.16891 1.81 0.16 -0.52 -0.07
C 0.27936 4.89121 4.40112 -0.95 2.32 0.84 -0.11
C 0.35950 3.61525 3.98540 -0.04 -1.13 -1.12 -0.11
C -0.66625 2.71257 4.23819 -0.72 0.43 0.51 -0.01
H -2.49202 4.62374 6.32755 -0.49 0.46 -0.33 0.12
H -0.77098 6.34930 5.56124 -0.29 0.07 0.05 0.11
H 1.02348 5.62193 4.12047 0.22 -0.07 0.05 0.11
H 1.18084 3.33323 3.34332 0.11 -0.21 0.03 0.11
H -0.60100 1.71159 3.83796 -0.23 -0.11 0.24 0.09
F 0.79058 -4.75198 1.00970 -0.26 -1.39 0.06 0.01
C 1.29947 -6.01983 0.77237 -0.86 -0.94 -0.44 -0.23
C 2.62399 -6.05259 0.47261 0.90 0.01 -0.43 -0.03
C 3.24708 -7.25490 0.09150 -1.13 0.73 0.52 -0.06
C 2.47054 -8.40542 0.05146 1.84 0.27 0.59 -0.10
C 1.12936 -8.39980 0.38936 0.58 -0.43 -0.52 -0.09
C 0.51859 -7.22048 0.71661 -0.30 2.41 0.17 -0.01
H 3.13343 -5.10050 0.49226 0.36 -0.06 -0.01 0.10
H 4.30600 -7.25598 -0.12087 0.00 -0.11 -0.07 0.11
H 3.05999 -9.30273 -0.06609 -0.51 -0.45 -0.42 0.10
H 0.63625 -9.35706 0.30638 -0.53 0.18 0.23 0.11
H -0.55180 -7.14197 0.83700 -0.06 -0.13 0.28 0.10
F 4.86341 4.46377 -3.66849 -0.20 -0.53 0.14 0.05
C 4.13961 3.32797 -3.82065 -0.75 -1.34 -1.17 -0.27
C 4.60331 2.34242 -4.73009 -0.39 0.13 0.15 -0.01
C 3.82286 1.21077 -5.06547 -0.97 1.36 2.24 -0.05
C 2.62635 1.04451 -4.29304 0.78 0.58 -0.84 -0.08
C 2.13686 2.05000 -3.44870 0.84 -0.55 -0.69 -0.08
C 2.87430 3.22280 -3.24206 0.70 0.15 -0.16 -0.01
H 5.56797 2.52921 -5.17838 0.04 -0.04 -0.25 0.11
H 4.07420 0.52840 -5.86395 0.28 -0.09 0.20 0.10
H 2.00549 0.16659 -4.39398 0.03 -0.10 -0.31 0.08
H 1.15547 1.82573 -3.05760 0.02 0.58 0.44 0.07
H 2.54833 4.09731 -2.69858 -0.36 -0.21 0.29 0.09
F -1.69155 5.62233 -5.25239 0.39 -1.08 0.42 0.03
C -2.07198 4.47234 -4.60579 -1.29 -0.37 -0.03 -0.26
C -3.35821 4.44981 -4.10974 0.07 -1.19 0.66 0.01
C -3.80857 3.26496 -3.43392 -0.48 2.85 -1.16 -0.08
C -3.01433 2.17508 -3.34206 0.66 -1.34 0.28 -0.09
C -1.73870 2.17308 -3.89933 0.03 0.76 0.21 -0.08
C -1.28798 3.31562 -4.52514 0.78 1.45 -0.64 -0.02
H -3.99841 5.30848 -4.24841 -0.07 0.03 0.14 0.11
H -4.81407 3.35070 -3.04920 0.00 -0.56 0.12 0.09
H -3.32244 1.27088 -2.83820 -0.30 0.00 0.14 0.11
H -1.07607 1.33700 -3.73115 -0.06 -0.15 -0.36 0.08
H -0.31066 3.43629 -4.96862 0.32 -0.48 0.05 0.11
F 5.08028 -3.64910 0.61110 -0.65 0.50 -0.48 0.03
C 4.86203 -2.45861 -0.04288 -1.42 -0.51 0.80 -0.28
C 3.57653 -1.90059 -0.14138 0.61 0.77 0.14 0.00
C 3.41658 -0.59726 -0.69642 0.53 -1.55 0.33 -0.07
C 4.52771 0.11821 -1.13450 0.37 -1.62 0.22 -0.08
C 5.77710 -0.54538 -1.11058 -0.83 -0.11 0.17 -0.05
C 5.94747 -1.85677 -0.55793 0.97 2.80 -1.83 -0.02
H 2.75296 -2.45164 0.28812 -0.21 0.00 -0.16 0.09
H 2.42855 -0.20559 -0.88823 -0.11 0.07 0.42 0.08
H 4.34253 1.09483 -1.55678 0.46 0.11 -0.13 0.09
H 6.58716 -0.01700 -1.59122 0.39 -0.21 0.18 0.10
H 6.91444 -2.32747 -0.65696 -0.02 -0.13 0.36 0.12
F -6.08928 1.71567 -1.15462 0.32 0.54 0.74 0.03
C -5.26494 2.24333 -0.18419 -0.09 -0.36 -0.71 -0.26
C -4.89369 3.57940 -0.28839 -0.67 -1.19 0.07 -0.02
C -3.92682 4.02965 0.58766 0.96 0.80 0.28 -0.08
C -3.36321 3.23831 1.58213 -1.39 -1.46 -0.86 -0.09
C -3.86508 1.92276 1.69681 0.55 0.64 0.12 -0.06
C -4.78493 1.38779 0.78212 0.45 0.62 0.87 0.00
H -5.44481 4.11835 -1.04482 0.48 0.56 0.03 0.11
H -3.47326 5.00737 0.51877 -0.43 0.40 -0.36 0.10
H -2.56029 3.61169 2.20045 -0.13 -0.02 0.22 0.08
H -3.48453 1.34246 2.52435 -0.08 -0.43 -0.06 0.08
H -5.14327 0.37405 0.88363 0.02 -0.06 -0.13 0.11
F -2.63770 -1.97098 -3.89913 0.25 -0.39 -0.02 0.05
C -2.37999 -2.94511 -3.00084 -0.37 -0.93 1.13 -0.26
C -2.09716 -4.27085 -3.40574 -0.12 1.22 0.57 -0.01
C -1.84885 -5.24068 -2.42106 -1.13 1.06 0.26 -0.06
C -2.06536 -4.89894 -1.06363 1.14 -0.57 -0.64 -0.09
C -2.33992 -3.60387 -0.66495 -0.24 -1.02 -0.99 -0.09
C -2.51465 -2.63702 -1.64549 0.32 0.37 0.41 -0.03
H -2.13155 -4.45484 -4.46940 0.31 -0.31 -0.05 0.11
H -1.63364 -6.25191 -2.73333 0.12 -0.05 0.15 0.10
H -1.85992 -5.61703 -0.28354 -0.15 -0.29 -0.10 0.08
H -2.45295 -3.43517 0.39579 0.05 0.51 -0.02 0.10
H -2.65653 -1.64996 -1.23078 -0.30 0.42 -0.71 0.11
F 0.14126 3.82956 -1.58928 0.09 -0.47 -0.14 0.06
C 0.16818 4.94446 -0.86020 -0.35 1.32 1.59 -0.25
C 0.68348 6.09963 -1.43386 -0.15 -0.92 -0.35 -0.03
C 0.63672 7.30018 -0.75549 -0.45 -0.31 1.99 -0.07
C 0.10519 7.29129 0.55499 -1.35 -0.62 -0.24 -0.06
C -0.44090 6.10346 1.14661 1.21 1.51 -0.52 -0.08
C -0.36434 4.93284 0.46703 0.55 -1.21 -2.62 -0.02
H 1.06858 6.05024 -2.44166 0.02 -0.04 -0.12 0.11
H 1.03204 8.19417 -1.21474 -0.14 0.11 0.08 0.11
H -0.18789 8.19551 1.06772 0.68 0.36 0.03 0.09
H -0.84983 6.07307 2.14573 -0.11 0.41 0.04 0.09
H -0.76071 3.99180 0.81882 0.01 0.07 0.20 0.07
F 0.61860 -1.29190 7.19779 -0.28 -0.08 -0.02 0.06
C 1.10624 -0.93178 5.99742 0.63 0.40 -0.54 -0.29
C 1.61177 0.35145 5.84936 -0.74 -0.18 -0.49 0.00
C 2.12716 0.69517 4.59259 -0.53 0.01 1.01 -0.10
C 2.24764 -0.25474 3.61690 0.56 -1.16 -1.37 -0.11
C 1.78272 -1.57728 3.75188 -0.71 0.97 1.88 -0.06
C 1.12410 -1.85682 4.96028 0.33 -0.28 -0.07 -0.01
H 1.42108 1.05640 6.64503 0.32 0.16 0.04 0.12
H 2.36309 1.71622 4.33143 0.33 0.01 0.34 0.09
H 2.75463 0.05792 2.71602 -0.10 -0.15 -0.33 0.10
H 1.83242 -2.38991 3.04226 0.28 0.38 -0.35 0.09
H 0.65259 -2.81232 5.13663 0.08 -0.18 0.00 0.12
F -0.08921 -0.63410 -2.64786 -0.11 0.24 -0.02 0.04
C -0.16214 -0.39392 -1.31811 0.85 -0.32 1.25 -0.30
C 0.18512 -1.43749 -0.45247 -0.79 0.42 0.10 -0.04
C 0.10383 -1.25379 0.93865 -0.68 0.36 -0.98 -0.06
C -0.33830 -0.01936 1.44762 0.14 -0.49 -0.87 -0.07
C -0.57285 1.02512 0.55560 0.01 -0.35 0.26 -0.05
C -0.45445 0.86015 -0.82405 0.02 0.10 -0.13 -0.01
H 0.34330 -2.40001 -0.91607 0.35 -0.20 0.23 0.11
H 0.24614 -2.11250 1.57800 0.07 0.07 0.05 0.08
H -0.56321 0.08458 2.49881 0.23 0.02 0.06 0.08
H -0.90368 1.97981 0.93706 0.03 0.04 0.00 0.07
H -0.56552 1.71452 -1.47529 -0.27 -0.10 -0.05 0.08
F 1.84552 -6.21808 -2.92887 1.39 1.71 -0.21 0.02
C 2.57382 -5.03929 -3.13288 0.23 1.01 -1.03 -0.22
C 3.90446 -5.01613 -3.60403 -0.41 -0.75 0.70 -0.02
C 4.58132 -3.81080 -3.88590 -2.26 -0.86 0.73 -0.06
C 3.86168 -2.62080 -3.66563 1.52 0.25 -0.98 -0.10
C 2.52541 -2.56949 -3.31876 1.16 -1.63 0.67 -0.07
C 1.92521 -3.80905 -3.06198 -1.38 -0.08 0.13 -0.02
H 4.37784 -5.98504 -3.66361 0.33 -0.04 -0.30 0.11
H 5.57972 -3.86346 -4.29431 0.06 0.28 0.20 0.10
H 4.42828 -1.72306 -3.86424 -0.18 0.41 0.11 0.09
H 2.05315 -1.62642 -3.08641 -0.27 -0.17 -0.31 0.07
H 0.86079 -3.79826 -2.87957 -0.23 -0.20 0.35 0.09
F -2.33080 -2.13609 2.79576 -1.37 -0.02 -0.24 0.03
C -3.58682 -1.72528 3.19083 -0.84 -0.84 -0.40 -0.25
C -3.63441 -0.91577 4.27662 -1.03 0.98 1.31 -0.04
C -4.89307 -0.58578 4.82569 -0.51 -0.32 -0.68 -0.05
C -6.10727 -1.00693 4.23104 1.68 0.89 0.94 -0.08
C -6.03201 -1.72703 3.06090 -0.07 -1.07 0.34 -0.10
C -4.80783 -2.18873 2.61820 2.29 0.04 -0.43 -0.02
H -2.74191 -0.56153 4.77095 0.16 -0.04 -0.06 0.11
H -4.93821 0.00291 5.73001 0.11 0.03 0.07 0.10
H -7.03581 -0.81656 4.74868 -0.12 0.20 -0.25 0.10
H -6.93792 -2.12435 2.62746 -0.01 0.01 -0.23 0.11
H -4.70940 -2.96668 1.87556 -0.25 0.15 -0.40 0.11
```
Forces are in eV/Å.

As for the structure (SMILES): Fc1ccccc1.Fc1ccccc1.Fc1ccccc1.Fc1ccccc1.Fc1ccccc1.Fc1ccccc1.Fc1ccccc1.Fc1ccccc1.Fc1ccccc1.Fc1ccccc1.Fc1ccccc1.Fc1ccccc1. The calculation puts the total energy at -3977.911799 Ha. The spin multiplicity is 1. For the relative energy (zero: lowest compared OMol25 entry of this formula, charge and spin), the calculation gives 2.358 eV. The lowest unoccupied orbital energy comes out at 0.5756 eV.